A 2-piece molecular cluster, C10H19N2O4S overall. Source: the OMol25 dataset; level of theory: ωB97M-V/def2-TZVPD.

```
36
C10H19N2O4S ωB97M-V/def2-TZVPD
C -0.153 2.586 -0.684
C 0.038 1.204 -0.451
C 0.353 -0.386 -0.169
S 0.047 -1.489 -1.700
N -1.166 -0.595 -2.650
C 1.624 -1.750 -2.675
C 2.295 -0.393 -3.302
O 2.626 0.648 -2.282
C 1.471 0.278 -4.553
N 1.524 1.786 -4.378
H -0.281 3.759 -0.514
H -0.473 -0.746 0.613
H 1.387 -0.598 0.343
H -1.511 -1.337 -3.331
H -1.980 -0.515 -1.969
H 2.416 -2.227 -1.929
H 1.492 -2.552 -3.548
H 3.353 -0.723 -3.746
H 3.604 0.525 -2.063
H 2.086 0.046 -5.549
H 0.400 -0.158 -4.733
H 2.521 2.072 -4.619
H 0.951 2.273 -5.128
C -0.578 -0.241 5.742
C -1.325 0.177 4.488
C -2.805 0.325 4.684
O -3.323 0.033 3.399
C -2.421 -0.792 2.792
O -2.630 -1.408 1.763
O -1.246 -0.834 3.494
H -0.366 -1.316 5.752
H 0.388 0.275 5.788
H -1.123 0.024 6.653
H -0.889 1.094 4.073
H -3.079 1.340 4.987
H -3.227 -0.386 5.402
```

electronic energy	-32669.2970	eV
HOMO-LUMO gap	8.88	eV
total charge	+1
strongest force on any atom	10.03	eV Å⁻¹
energy relative to the best compared isomer or geometry (same formula, charge and spin)	7.219	eV

Löwdin atomic charge list, values in e, 6 entries: number 1, C, carries 0.11; number 2, C, carries -0.12; number 3, C, carries -0.31; number 4, S, carries 1.04; number 5, N, carries -0.18; number 6, C, carries -0.29

---

C47H45CdI2N5O4PS as an isolated structure. Source: the OMol25 dataset; level of theory: ωB97M-V/def2-TZVPD.

```
106
C47H45CdI2N5O4PS ωB97M-V/def2-TZVPD
Cd 0.013 1.474 0.352
I -4.460 -2.235 5.331
C -3.562 -1.437 3.617
C -4.300 -0.629 2.766
C -3.689 -0.098 1.645
I -4.722 1.166 0.349
C -2.331 -0.343 1.322
O -1.786 0.137 0.258
C -1.603 -1.145 2.246
C -0.123 -1.295 2.039
N 0.562 -0.005 2.265
C 0.273 0.530 3.588
C -0.922 1.466 3.600
C -1.789 1.497 4.685
C -2.865 2.365 4.659
C -3.041 3.188 3.558
C -2.125 3.102 2.525
N -1.093 2.261 2.547
C -2.222 -1.687 3.359
H -5.339 -0.411 2.972
H 0.106 -1.608 1.022
H 0.261 -2.057 2.730
H 1.563 -0.129 2.126
H 1.145 1.066 3.964
H 0.070 -0.279 4.302
H -1.637 0.817 5.514
H -3.568 2.389 5.483
H -3.877 3.869 3.486
H -2.220 3.711 1.634
H -1.642 -2.297 4.042
C -0.988 0.192 -2.679
N -0.644 1.511 -2.168
C 0.500 2.044 -2.917
C -1.736 2.438 -2.102
C -2.890 2.265 -2.844
C -3.971 3.135 -2.718
C -3.884 4.169 -1.808
C -2.732 4.356 -1.054
C -1.609 3.526 -1.191
N -0.440 3.564 -0.459
C 0.026 4.638 0.238
C -0.432 5.968 0.153
C 0.067 6.976 0.966
C 1.055 6.712 1.896
C 1.602 5.431 1.931
C 1.144 4.421 1.106
N 1.809 3.139 1.056
C 2.546 2.807 2.270
C 2.731 3.102 -0.094
H -0.128 -0.459 -2.526
H -1.846 -0.194 -2.132
H -1.209 0.209 -3.756
H 0.703 3.061 -2.593
H 1.375 1.417 -2.731
H 0.284 2.050 -3.994
H -2.964 1.428 -3.523
H -4.865 2.983 -3.309
H -4.724 4.838 -1.656
H -2.742 5.134 -0.306
H -1.173 6.228 -0.585
H -0.334 7.977 0.865
H 1.426 7.484 2.557
H 2.421 5.236 2.609
H 3.433 3.443 2.400
H 1.899 2.942 3.136
H 2.879 1.774 2.201
H 3.543 3.828 0.047
H 3.160 2.106 -0.199
H 2.186 3.355 -0.998
O 3.756 -0.261 -1.389
S 2.895 -0.629 -0.289
O 3.288 -0.068 1.002
O 1.466 -0.400 -0.555
C 3.102 -2.407 -0.068
C 3.952 -2.777 0.973
C 4.225 -4.108 1.225
C 3.640 -5.090 0.437
C 2.799 -4.722 -0.595
C 2.519 -3.382 -0.878
P 1.370 -2.965 -2.269
C 1.954 -4.136 -3.556
C 3.318 -4.345 -3.763
C 3.769 -5.093 -4.840
C 2.866 -5.641 -5.740
C 1.507 -5.423 -5.558
C 1.058 -4.673 -4.481
C -0.142 -3.800 -1.625
C -0.382 -5.174 -1.674
C -1.528 -5.712 -1.107
C -2.450 -4.884 -0.477
C -2.222 -3.518 -0.422
C -1.077 -2.980 -0.997
H 4.385 -1.997 1.584
H 4.888 -4.378 2.038
H 3.836 -6.138 0.628
H 2.350 -5.493 -1.208
H 4.037 -3.918 -3.073
H 4.833 -5.245 -4.978
H 3.217 -6.227 -6.580
H 0.792 -5.836 -6.259
H -0.006 -4.506 -4.357
H 0.322 -5.832 -2.168
H -1.700 -6.780 -1.155
H -3.343 -5.305 -0.032
H -2.931 -2.861 0.067
H -0.915 -1.912 -0.938
```

electronic energy	-106004.7741	eV
HOMO-LUMO gap	6.21	eV
total charge	-1
strongest force on any atom	0.21	eV Å⁻¹
energy relative to the best compared isomer or geometry (same formula, charge and spin)	0.000	eV

Löwdin atomic charge list, values in e, 6 entries: number 1, Cd, carries 1.48; number 2, I, carries 0.78; number 3, C, carries -0.76; number 4, C, carries -0.24; number 5, C, carries -0.64; number 6, I, carries 0.98

---

A 7-piece molecular cluster, C5H25Br4N4O3 overall. Source: the OMol25 dataset; level of theory: ωB97M-V/def2-TZVPD.

```
41
C5H25Br4N4O3 ωB97M-V/def2-TZVPD
N -0.064 -3.508 -2.450
H -0.026 -2.852 -1.683
H 0.211 -4.442 -2.183
H 0.380 -3.012 -3.209
H -1.040 -3.615 -2.687
N 0.871 2.742 -0.681
H 1.670 3.327 -0.479
H 0.364 3.073 -1.489
H 0.395 2.702 0.209
H 1.254 1.831 -0.891
N 3.671 -1.344 -2.583
H 3.654 -2.349 -2.489
H 3.482 -1.126 -3.551
H 4.570 -1.053 -2.227
H 2.977 -0.876 -2.017
N 1.559 -4.107 0.963
H 2.308 -3.513 1.287
H 1.744 -4.682 0.154
H 0.748 -3.571 0.689
H 1.303 -4.752 1.697
O -0.423 0.221 -0.505
C 0.382 -0.806 -0.483
O -0.071 -1.937 -0.231
O 1.574 -0.612 -0.806
H -1.338 -0.040 -0.372
Br -5.843 5.634 -0.770
C -4.712 4.119 -0.165
C -3.463 4.143 -1.042
Br -2.469 2.615 -0.388
H -5.223 3.179 -0.375
H -4.462 4.365 0.867
H -2.908 5.081 -0.996
H -3.545 3.905 -2.102
Br 0.683 -2.181 4.309
C 0.776 -0.215 4.360
C -0.081 0.499 3.319
Br -0.319 2.487 3.819
H 1.813 0.119 4.337
H 0.251 0.151 5.242
H -1.056 0.017 3.252
H 0.404 0.383 2.349
```

electronic energy	-297837.6311	eV
HOMO-LUMO gap	5.81	eV
total charge	+3
strongest force on any atom	2.30	eV Å⁻¹
energy relative to the best compared isomer or geometry (same formula, charge and spin)	1.682	eV

Löwdin atomic charge list, values in e, 6 entries: number 1, N, carries 0.34; number 2, H, carries 0.05; number 3, H, carries 0.15; number 4, H, carries 0.15; number 5, H, carries 0.16; number 6, N, carries 0.32

---

C15H12AuBrN3S as an isolated structure. Source: the OMol25 dataset; level of theory: ωB97M-V/def2-TZVPD.

```
33
C15H12AuBrN3S ωB97M-V/def2-TZVPD
Au -1.273 -2.235 -1.029
C -0.090 -2.320 4.392
C 0.455 -2.430 2.999
C 1.819 -2.543 2.748
C 2.279 -2.687 1.450
C 1.358 -2.688 0.421
Br 1.950 -2.967 -1.352
N 0.045 -2.526 0.631
C -0.385 -2.419 1.896
H 0.702 -2.423 5.129
H -0.838 -3.091 4.578
H -0.575 -1.353 4.541
H 2.518 -2.528 3.574
H 3.331 -2.811 1.238
H -1.458 -2.328 2.016
S -2.683 -1.830 -2.801
C -4.024 -2.641 -2.205
N -4.963 -3.181 -1.808
C 0.399 0.417 -1.690
C 0.224 1.774 -1.738
C 0.111 2.526 -0.529
C -0.019 3.885 -0.561
C -0.037 4.545 -1.804
C 0.062 3.831 -3.013
C 0.176 2.470 -2.983
C -0.153 5.963 -1.836
N -0.242 7.109 -1.852
H 0.490 -0.174 -2.594
H 0.498 -0.080 -0.735
H 0.130 2.001 0.418
H -0.102 4.458 0.351
H 0.052 4.370 -3.950
H 0.244 1.906 -3.905
```

electronic energy	-104781.4525	eV
HOMO-LUMO gap (alpha / beta)	4.19 / 4.19	eV
total charge	+1
strongest force on any atom	0.73	eV Å⁻¹
energy relative to the best compared isomer or geometry (same formula, charge and spin)	0.158	eV

Löwdin atomic charge list, values in e, 6 entries: number 1, Au, carries 0.52; number 2, C, carries -0.03; number 3, C, carries -0.23; number 4, C, carries 0.01; number 5, C, carries -0.08; number 6, C, carries -0.75